Record 1
DFT (ωB97M-V with the def2-TZVPD basis set) results for a structure of composition C19H27ClCuO2P2S2.

Output
- E_LUMO (alpha / beta) (eV) = 4.9 / 4.9
- HOMO (alpha / beta) (eV) = 2.1 / -0.8

```
! RIJCOSX wB97M-V def2-TZVPD def2/J DEFGRID3
* xyz -2 2
H -4.28 -0.36 2.48
P -1.96 0.31 0.68
H 0.67 2.85 -1.24
H 0.91 5.13 -0.44
H -3.29 1.83 2.07
H 1.51 0.59 -1.42
H 0.98 -6.23 2.18
C -3.68 -1.37 -0.74
C -2.04 -2.38 4.09
H -6.42 -3.23 0.11
S 0.31 -2.80 -0.37
C -4.71 -2.26 -0.86
H -2.26 -2.56 5.15
H -3.00 -1.25 -1.58
H -4.81 -2.80 -1.79
H -0.29 -3.65 4.03
S 1.24 -1.43 2.63
C -1.25 -3.52 3.51
C -4.37 -0.89 1.54
H 2.53 5.67 1.41
Cl 4.08 1.10 1.79
P 0.45 -2.92 1.59
C 3.17 3.62 1.55
C 2.27 -5.81 0.51
O 1.31 -4.23 2.06
H 3.19 -5.88 1.10
C -2.31 1.34 2.16
C -2.08 1.64 -0.60
H -1.34 2.41 -0.38
C 1.09 -5.48 1.40
H -1.47 -1.45 4.00
H -2.29 0.74 3.07
C -5.63 -2.50 0.20
Cu 0.32 -0.27 0.64
C 2.11 1.95 0.07
C 3.03 2.33 1.08
H 3.90 3.79 2.34
C -5.40 -1.78 1.41
H 2.69 -0.10 -0.22
H -1.85 1.22 -1.57
C 1.52 4.35 0.01
O -1.02 -3.30 2.12
H -1.53 2.10 2.25
H -3.09 2.08 -0.62
H 2.40 -5.04 -0.25
H 0.16 -5.45 0.82
H -2.98 -2.26 3.55
C -3.47 -0.59 0.46
H -6.06 -1.93 2.26
H -1.80 -4.46 3.58
C 2.42 4.66 1.04
C 1.38 3.06 -0.44
C 1.89 0.62 -0.39
H 2.11 -6.77 0.01
*
```

Record 2
DFT (ωB97M-V with the def2-TZVPD basis set) results for a cluster of 9 separate species, C57H49F8IN2S in total.

Output
- E_LUMO (eV) = -1.5
- HOMO (eV) = -8.5

```
! RIJCOSX wB97M-V def2-TZVPD def2/J DEFGRID3
* xyz 0 1
H 1.05 -7.81 -0.78
H -7.23 8.20 1.42
C -1.82 -3.74 -7.07
H -2.85 -10.81 -1.35
F -0.28 0.85 6.66
H 2.36 5.41 0.35
C 3.10 -5.14 -1.18
N 1.54 1.24 -4.80
C -1.02 -10.45 -0.29
N -0.88 1.76 -3.67
C -3.89 -4.31 -8.16
C 0.07 -9.60 -0.14
H -1.09 -11.34 0.33
F -2.60 2.93 1.88
H 2.26 -7.13 1.44
H 1.87 2.50 2.23
C 3.99 -1.36 -2.87
H 0.06 1.94 -1.62
C 2.49 3.92 7.50
H 6.23 8.46 0.92
C 3.17 -6.19 -0.27
C 1.13 -4.31 -0.07
C 1.39 -1.44 -4.57
I 2.92 -1.81 -7.36
H -2.72 -2.56 -8.63
H 3.82 0.16 -4.53
H 3.97 -6.93 -0.35
H -2.18 2.37 -0.62
H -2.10 -0.81 7.47
H 1.41 2.41 4.65
H -0.69 -7.28 -2.49
F -0.97 -5.14 -5.39
H -3.38 5.23 2.41
C 4.20 5.79 1.41
H 4.79 4.96 5.22
C -4.32 1.38 6.12
C 2.82 -1.85 -5.18
C -3.00 -5.74 -6.43
H -2.64 -8.78 -2.76
C -1.60 1.02 6.48
C 5.27 6.65 1.56
H -1.68 -3.17 -3.13
C -1.29 2.40 -0.01
F 6.22 6.38 2.46
H 4.21 5.20 7.63
H -5.39 1.52 5.98
C -2.49 0.06 6.96
F 2.02 -3.19 -1.94
F 1.01 -9.88 0.77
C -4.22 5.88 2.18
C 1.70 3.13 6.67
H 5.00 -1.01 -2.44
C -0.03 2.16 -0.56
C 3.60 4.59 6.99
C 1.10 2.19 0.25
C -5.15 6.18 3.16
H -1.35 2.89 5.47
S 0.51 2.55 -4.35
H 3.15 -0.86 -2.27
C -0.78 -8.17 -1.87
H -4.84 -6.12 -7.49
C 3.95 -0.97 -4.45
H 0.76 -3.68 -4.20
C 0.86 0.03 -4.41
C -6.23 7.00 2.90
H 4.14 4.90 2.02
C 0.99 2.47 1.60
H -3.06 -6.62 -5.81
H -4.55 -0.49 7.16
C -1.93 -4.87 -6.29
H 0.84 2.61 7.07
C 0.42 -2.59 -4.08
H 4.49 8.97 -0.78
C 5.38 7.80 0.78
C 1.19 -5.36 0.84
H 3.96 -2.51 -2.74
H -3.80 3.21 5.12
H 2.55 7.44 -1.05
C -1.51 -0.82 -3.30
C -2.00 -10.15 -1.23
H 2.08 1.99 -0.19
H 4.97 -1.23 -4.92
C -2.06 2.16 5.83
H -3.67 6.17 0.12
C 2.02 3.01 5.32
C -1.01 -2.30 -3.46
C -5.47 7.24 0.63
H 0.35 -3.56 0.00
C -2.80 -3.45 -8.01
C 3.92 4.46 5.64
C 2.21 -6.30 0.73
C -3.43 2.33 5.64
H -4.66 -4.09 -8.90
H 3.83 -5.04 -1.97
C -3.85 0.25 6.78
H 0.44 -5.45 1.62
C -4.39 6.41 0.90
H 3.00 -2.95 -4.87
C -1.88 -9.01 -2.02
H -5.59 7.66 -0.36
F 3.44 3.56 3.52
C 2.08 -4.21 -1.07
C -0.26 2.73 2.16
C -1.39 2.69 1.35
C 3.32 7.22 -0.32
C 3.13 3.67 4.82
H -6.94 7.22 3.69
C 3.21 6.08 0.47
C 4.40 8.08 -0.16
F -4.99 5.66 4.39
C -3.99 -5.45 -7.37
H -2.54 -0.63 -2.84
C 0.19 -8.46 -0.92
C -0.56 0.33 -3.78
H 2.24 4.02 8.55
H -0.97 -3.08 -6.93
H -0.37 2.96 3.21
C -6.39 7.54 1.63
*
```

Record 3
DFT (ωB97M-V with the def2-TZVPD basis set) results for a structure of composition C42H64Ge3NPPdSe.

Output
- E_LUMO (alpha / beta) (eV) = -4.0 / -4.7
- HOMO (alpha / beta) (eV) = -9.5 / -9.5

```
! RIJCOSX wB97M-V def2-TZVPD def2/J DEFGRID3
* xyz 1 2
H 6.34 1.63 2.30
H 0.43 4.16 4.44
H -6.04 0.37 -1.63
H -1.22 -2.08 0.56
C -0.27 0.08 4.69
H 3.49 -0.66 -0.32
C -2.22 -0.95 -3.29
H -1.19 2.27 -4.13
C -0.31 5.72 -0.79
H 1.84 -0.03 -5.36
H -0.92 -0.10 -4.78
H -4.20 -3.57 -1.37
H 2.18 -5.23 -2.49
H -3.87 2.10 -0.86
H 2.41 0.58 3.63
H -2.77 -2.73 -0.75
H -2.46 -0.82 -2.23
H -1.38 -3.35 1.76
C -1.23 0.11 -3.75
H -7.12 -2.67 -0.09
C -2.25 2.36 3.86
C 3.37 2.09 0.74
H 1.27 -5.54 -4.95
H -1.60 -1.67 2.24
C 1.67 -3.47 -1.41
C 0.87 -2.63 3.19
C 1.53 1.11 -3.53
H 2.32 1.66 -5.44
H 3.32 -0.09 -3.29
H -1.83 -1.96 -3.42
C 2.78 -1.83 1.34
C 3.06 1.02 2.87
C -0.65 5.58 0.55
Pd -0.10 0.30 -0.37
C 2.51 1.56 1.70
H 0.61 1.24 -5.51
C 1.50 -3.70 -3.83
H -2.00 1.81 -2.63
C 1.02 -2.41 -3.87
C 1.67 -4.53 -5.08
H -5.57 -1.00 -2.65
H 2.59 -2.24 5.64
Ge -4.92 -1.42 -0.24
H 4.21 -2.23 2.88
H -1.10 6.41 1.08
C 4.74 2.12 0.95
C 1.41 -1.82 0.98
H -3.84 2.83 0.77
C 2.90 0.84 -2.90
C 0.88 -1.63 -2.71
H 0.75 -0.16 5.01
C -1.84 1.52 -3.67
H 1.24 2.14 -3.29
P 0.28 0.05 -2.70
H -0.62 -0.71 4.03
H 3.66 -3.44 4.93
C 0.45 -2.24 1.92
H 0.99 2.65 -1.34
H -2.48 2.59 4.90
H 4.75 -1.16 0.82
C 0.52 3.46 -0.80
H 4.84 0.65 4.00
H -7.24 -1.13 0.78
C 1.56 0.98 -5.05
C -3.25 2.34 0.00
H 1.17 -4.08 -5.94
H -2.80 1.55 -4.19
C -0.42 4.38 1.21
N 1.04 -1.40 -0.30
C 2.21 -2.63 3.55
H 0.44 3.05 5.83
H 0.12 -2.96 3.91
H -2.46 3.25 3.26
C 1.82 -4.21 -2.57
C 3.83 -1.47 0.33
C 2.64 -3.07 4.93
H 5.39 2.54 0.20
C 0.68 3.15 4.77
C -3.81 -2.98 -0.53
H 0.55 4.76 -2.51
H 3.59 1.66 -3.13
H -2.89 1.54 3.53
C 1.20 -2.15 -1.46
H 1.98 -3.86 5.31
C 3.15 -2.23 2.61
H -3.84 -0.89 2.00
H 1.92 -3.91 -0.44
Se -2.46 0.72 0.73
H -3.15 -0.86 -3.85
H 2.97 2.52 -0.17
H -0.70 4.29 2.25
C 5.27 1.60 2.13
C 0.27 4.66 -1.47
H 0.73 -2.00 -4.84
C -4.08 -0.28 1.13
Ge -0.37 1.82 3.81
H -0.91 0.11 5.58
C 0.18 3.30 0.55
H 2.85 0.74 -1.81
H -2.43 2.99 -0.29
Ge 0.58 1.65 1.54
H -0.49 6.66 -1.30
C -5.25 -0.36 -1.83
H -3.83 -3.61 0.36
H -4.77 0.50 1.47
H -4.35 0.17 -2.14
H 1.75 2.99 4.63
C 4.43 1.05 3.09
H -6.40 -2.51 1.52
C -6.59 -1.98 0.58
H 2.73 -4.64 -5.34
C -1.02 -2.34 1.59
H 4.06 -2.32 -0.32
*
```

Record 4
DFT (ωB97M-V with the def2-TZVPD basis set) results for a structure of composition C4H8O.

Output
- E_LUMO (eV) = 1.1
- HOMO (eV) = -8.6

```
! RIJCOSX wB97M-V def2-TZVPD def2/J DEFGRID3
* xyz 0 1
H -0.78 -0.85 2.62
H 0.75 -0.23 1.92
H -1.14 1.70 -1.74
H 1.12 1.62 -0.08
H -0.53 -0.40 -1.72
H 0.08 -1.79 1.35
O -0.96 -0.08 0.78
C -0.30 -0.04 -0.39
H -0.19 -1.25 -0.81
C 0.86 0.85 -0.81
C -0.18 -0.78 1.72
C -0.46 0.85 -1.55
H 1.73 0.41 -1.29
*
```

Record 5
DFT (ωB97M-V with the def2-TZVPD basis set) results for a structure of composition C37H48BiN4PSSe2.

Output
- E_LUMO (eV) = 0.2
- HOMO (eV) = -7.6

```
! RIJCOSX wB97M-V def2-TZVPD def2/J DEFGRID3
* xyz 0 1
H -4.12 -2.08 -1.71
C 4.40 1.88 -3.19
H -0.75 3.37 -4.47
C -3.38 3.76 5.15
H -4.14 2.89 1.97
H 0.48 3.78 2.50
C -4.00 3.78 3.90
H 1.11 4.98 -4.05
H 1.71 -5.17 0.87
C 1.05 3.04 -0.22
C 2.31 0.79 -4.02
H -6.85 -2.86 1.60
H -1.23 4.07 -1.45
H -7.04 -0.48 0.95
H 4.67 -2.45 2.34
C -6.10 -0.87 1.31
H 2.25 4.66 -2.73
C 1.20 3.01 2.80
C -2.13 1.82 4.48
C 1.56 4.19 -3.44
N 1.92 -1.84 0.50
Se -2.27 1.64 0.06
C -3.68 2.83 2.95
N -0.55 -2.22 -0.43
H 3.87 2.59 3.50
C 3.29 -3.96 1.66
C -5.00 -0.03 1.40
C -0.29 -4.62 -0.78
H -0.89 5.10 -2.84
H 0.15 5.18 -1.41
C 2.42 1.84 -1.65
C 1.46 -3.09 0.39
C -3.67 -1.87 2.22
S -1.10 -0.49 -2.73
C 3.04 -1.64 1.19
H 0.23 3.63 0.16
C -0.43 4.51 -2.04
H 4.95 1.34 -3.96
H -0.87 -4.51 -1.69
H -4.73 4.55 3.67
C 2.15 2.65 0.50
H 3.82 -4.79 2.11
H 0.71 2.04 2.72
P -2.33 0.56 2.01
H 2.03 1.68 -4.57
H 4.18 -0.80 -3.05
H -1.95 2.77 6.39
Se -0.56 -0.50 2.49
C 2.98 4.51 1.91
C 0.16 -3.27 -0.31
H 3.10 4.89 2.93
H 2.90 0.16 -4.70
C 0.46 3.43 -2.69
H -4.68 -3.75 2.39
H 2.14 3.55 -4.10
C -4.78 -2.70 2.12
C -2.45 2.78 5.43
C 3.15 1.08 -2.78
C 2.12 -4.18 0.95
C 2.46 3.07 1.93
Bi 0.13 0.51 -0.61
C -5.99 -2.21 1.67
H 1.45 3.18 3.84
H 4.40 2.06 1.91
H 2.76 -0.92 -1.99
H 0.55 -5.28 -0.97
H 3.13 1.17 2.76
H 4.26 -0.21 -1.39
H 0.01 1.82 -4.13
C 3.61 -0.29 -2.26
H 2.29 5.16 1.37
H -3.77 -0.82 -2.81
H -1.36 2.35 -3.17
C 3.53 2.17 2.55
C 1.12 2.55 -1.59
C -2.75 1.83 3.24
C -0.45 2.69 -3.67
H 1.40 0.23 -3.77
H -0.94 -5.09 -0.04
C 2.98 1.91 -0.39
H 3.95 4.57 1.41
H 5.06 2.03 -2.33
N -1.84 -2.36 -0.89
H -5.08 1.00 1.08
H 3.92 1.45 -0.11
H -2.72 -2.25 2.56
H -1.39 1.05 4.69
C 3.76 -2.67 1.79
C -3.78 -0.53 1.88
C -2.17 -1.60 -1.86
H 4.14 2.86 -3.58
N -3.45 -1.64 -2.33
H 3.37 -0.61 1.26
H -3.63 4.51 5.89
*
```

Record 6
DFT (ωB97M-V with the def2-TZVPD basis set) results for a structure of composition C16H21CoO4.

Output
- E_LUMO (alpha / beta) (eV) = -9.7 / -9.0
- HOMO (alpha / beta) (eV) = -14.5 / -14.8

```
! RIJCOSX wB97M-V def2-TZVPD def2/J DEFGRID3
* xyz 2 1
O -1.92 -1.50 0.01
O -1.44 0.24 -1.95
H 6.04 -0.48 -2.10
C 4.07 -0.25 1.22
C -2.41 2.37 1.18
H 3.52 -0.18 2.15
H -1.81 -3.05 -1.38
C -2.47 2.31 -1.27
H 5.99 -0.38 2.18
C 0.75 0.04 -0.02
H -3.40 0.75 -2.41
O -1.41 0.32 1.92
C 5.47 -0.36 1.23
C -1.38 -2.07 -1.20
O -2.66 1.60 -0.02
H -3.23 3.08 1.35
H -1.37 -1.27 3.28
C -1.82 -1.03 2.32
C -2.43 1.24 -2.34
C -1.79 -1.13 -2.31
H -1.84 -2.99 1.47
C -2.34 1.37 2.31
C -1.40 -2.02 1.26
C 4.09 -0.31 -1.20
H -1.54 2.87 -1.23
H 3.56 -0.29 -2.14
H -3.30 2.99 -1.45
H -2.91 -1.03 2.42
H -1.48 2.92 1.06
H -0.32 -2.11 1.19
H -1.29 -1.39 -3.24
H -1.99 1.84 3.22
H -0.30 -2.15 -1.11
C 3.36 -0.23 0.00
C 1.96 -0.12 -0.01
H -2.16 1.66 -3.30
H -3.32 0.92 2.48
H 7.25 -0.53 0.05
C 6.17 -0.45 0.04
C 5.49 -0.42 -1.17
H -2.87 -1.17 -2.46
Co -1.09 0.37 -0.02
*
```